Density functional theory data (wB97M-V/def2-TZVPD) for a molecular structure, C9H9N3O5SW in a non-equilibrium geometry.

CARTESIAN COORDINATES (ANGSTROEM)
W  -1.43799  -0.11538  0.20860
O  4.06375  2.03761  -1.45634
C  2.87941  1.51975  -1.11320
C  2.59237  0.15759  -1.18840
C  1.34042  -0.27150  -0.82205
N  0.39255  0.57492  -0.39400
C  0.68506  1.88273  -0.26566
C  1.90410  2.39223  -0.61860
C  -0.41901  2.64313  0.45730
O  -0.39767  3.84021  0.57179
O  -1.30052  1.82081  0.96457
C  0.90693  -1.71119  -0.73802
O  1.62777  -2.61939  -1.07517
O  -0.28460  -1.83026  -0.21420
H  4.65847  1.34985  -1.77475
H  3.31788  -0.57889  -1.51160
H  2.11406  3.44627  -0.49937
N  -2.21274  -2.96127  1.51938
C  -2.15901  -1.57482  1.63922
N  -1.18065  -1.04006  2.53158
S  -3.56902  -0.58958  1.37028
H  -1.30632  -3.38509  1.37269
H  -2.86284  -3.25690  0.80798
H  -0.52424  -1.72550  2.88182
H  -1.57075  -0.49095  3.28455
C  -2.24135  0.12825  -1.60676
H  -1.70487  0.11123  -2.55882
H  -3.31118  0.24622  -1.77282

Computed properties:
HOMO-LUMO gap (spin up / spin down), eV: 6.431 / 6.094
Charge: 0
Energy above the lowest of the compared OMol25 structures with the same formula, charge and spin, kcal/mol: 12.7
Calculated total energy, hartree: -1354.1519
Strongest force on any atom, eV Å⁻¹: 2.749

In elementary charge units, the Mulliken charges are: atom 1 (W): 1.5913, atom 2 (O): -0.5046, atom 3 (C): 1.1445, atom 4 (C): -0.5055, atom 5 (C): -0.1668, atom 6 (N): -0.4105, atom 7 (C): 0.2619, atom 8 (C): -0.7213, atom 9 (C): 0.3624, atom 10 (O): -0.6133, atom 11 (O): -0.7276, atom 12 (C): 0.3599, atom 13 (O): -0.6427, atom 14 (O): -0.6960, atom 15 (H): 0.3067, atom 16 (H): 0.4614, atom 17 (H): 0.5667, atom 18 (N): -0.5089, atom 19 (C): 0.2293, atom 20 (N): -0.3953, atom 21 (S): -0.3465, atom 22 (H): 0.2935, atom 23 (H): 0.2715, atom 24 (H): 0.1988, atom 25 (H): 0.2549, atom 26 (C): -0.7114, atom 27 (H): 0.3044, atom 28 (H): 0.3432